C40H115N9O13 | the ωB97M-V functional and the def2-TZVPD basis

Geometry as XYZ:
```
177
Properties=species:S:1:pos:R:3:forces:R:3:lowdin_charge:R:1
C -2.337771 3.517758 -3.029950 0.5014 0.7475 -0.2157 -0.058
C -2.029703 2.123927 -3.470400 -0.4827 -1.1969 1.4049 -0.312
C -0.736404 1.464948 -2.749429 -1.1884 0.5438 -1.8950 -0.149
O 0.449739 2.075922 -3.137918 -0.2782 0.9827 -0.4902 -0.133
C 1.536769 1.324345 -2.708049 0.9851 1.4536 -0.9409 -0.108
N -3.199214 1.332551 -3.206949 -2.3166 0.2193 -6.6983 -0.021
H -2.466040 3.617268 -1.952115 -0.1147 -0.6761 -0.9279 0.040
H -3.227465 3.946590 -3.491080 -0.1167 -0.3327 -0.2557 0.091
H -1.495481 4.116183 -3.377140 0.1026 0.4743 0.4402 0.092
H -2.025988 2.133960 -4.560342 1.2333 -0.1446 -0.0510 0.137
H -0.655033 0.454107 -3.149025 -0.4047 -0.2497 -0.1479 0.106
H -0.792792 1.404991 -1.662543 -0.0681 0.1865 -0.6238 0.094
H 2.348324 2.029967 -2.885757 0.5533 -0.0467 0.9494 0.110
H 1.846809 0.514392 -3.368312 -0.9970 0.3101 -0.1960 0.065
H 1.355083 0.967429 -1.694290 0.4709 0.5944 -0.1774 0.071
H -3.652185 1.334903 -2.304222 0.8613 1.0684 -2.8958 -0.028
H -3.106511 0.352105 -3.431080 0.7637 2.3201 -1.1896 0.038
C -1.499602 -1.210977 -1.189391 -2.3931 -2.4946 1.8553 -0.082
C -2.859549 -1.866049 -1.384044 0.6866 -0.7611 0.0557 -0.254
C -3.468048 -2.278561 -0.007366 0.8157 0.2028 -2.1439 -0.168
O -4.672726 -2.962265 -0.205335 -1.3904 -1.7111 0.7197 -0.155
C -5.168973 -3.651471 0.998546 -0.2125 1.4226 -0.9854 -0.042
N -3.611152 -0.887577 -2.101111 -5.2314 -7.9208 -3.7866 0.097
H -0.760304 -1.868962 -0.732665 -1.7937 -0.8103 -0.9992 0.087
H -1.578071 -0.564910 -0.315006 0.0377 -0.5423 -0.4116 0.097
H -1.152535 -0.694501 -2.084318 -0.4019 -0.5244 0.6262 0.098
H -2.732372 -2.686176 -2.090668 -0.2552 -0.7588 0.6088 0.132
H -3.693475 -1.364997 0.542812 1.0775 -0.9845 0.1146 0.078
H -2.750134 -2.960251 0.448689 -0.3986 0.9776 -0.5074 0.100
H -6.093063 -4.175072 0.753595 0.3485 -0.2200 -0.4115 0.089
H -5.498967 -2.882671 1.697214 0.2571 0.1245 0.3916 0.085
H -4.437192 -4.296286 1.485161 -0.3052 0.0222 -0.4377 0.065
H -4.593643 -1.117155 -2.147084 -0.3921 -0.1230 0.0027 0.151
H -3.321308 -0.731109 -3.055889 -0.1131 -1.9617 0.4132 0.104
C 1.819072 -0.268516 5.085613 -1.6594 -4.0786 2.9153 -0.055
C 1.474691 -1.790854 4.899110 -1.4810 1.6765 1.5780 -0.280
C 0.308413 -2.000777 3.890838 -0.4585 -0.0281 1.3551 -0.213
O -0.853902 -1.504704 4.507621 -0.7344 -0.5433 0.7668 -0.092
C -2.025207 -1.748047 3.669629 4.6775 -3.8002 3.6884 -0.164
N 2.645042 -2.444798 4.459853 0.5368 -2.5172 4.7308 -0.036
H 2.565371 -0.034385 5.844769 0.4626 -0.4762 -0.0025 0.125
H 0.937534 0.258363 5.450843 -0.2416 0.0566 -0.1942 0.118
H 2.049786 0.113216 4.091064 -3.7632 -7.5191 2.2554 -0.049
H 1.145038 -2.231884 5.839811 -0.4767 0.2076 0.2179 0.143
H 0.131937 -3.056924 3.687062 0.7832 0.0489 0.7014 0.107
H 0.398700 -1.448146 2.955670 0.2647 -1.8709 1.7135 0.058
H -2.241273 -2.772120 3.365174 0.5230 0.4336 1.0334 0.094
H -1.936716 -0.995473 2.886107 3.9990 -5.6584 -0.9097 0.020
H -2.868179 -1.391563 4.261598 0.5593 -0.6250 0.8700 0.122
H 2.514267 -3.438815 4.582047 0.1419 -0.5038 0.0600 0.131
H 3.426639 -2.210282 5.054999 -0.1425 0.1745 0.2465 0.109
C 4.756689 -2.126828 3.022904 0.9406 0.4666 0.0139 0.004
C 3.739697 -1.038288 2.661038 0.7721 0.5243 0.6687 -0.264
C 4.178314 -0.175441 1.437485 -0.8924 -0.1509 0.2842 -0.148
O 5.360845 0.562552 1.560418 0.9317 -0.2100 0.3217 -0.125
C 5.212874 1.772316 2.273166 0.1426 0.2079 -0.5463 -0.080
N 2.507810 -1.711134 2.363282 1.8683 6.7841 4.3710 -0.008
H 5.688258 -1.681948 3.372677 0.2914 0.1442 -0.5031 0.090
H 4.918746 -2.751107 2.144199 0.2781 -0.1062 0.1531 0.084
H 4.448126 -2.734487 3.873581 0.4690 -0.0952 -1.0255 0.059
H 3.655842 -0.329696 3.485026 0.3864 -0.1748 0.2503 0.115
H 3.373933 0.527217 1.219927 -0.0216 -0.0259 0.0536 0.096
H 4.243762 -0.836386 0.573208 0.5376 0.7700 0.6410 0.088
H 4.725925 2.521245 1.648606 -0.6939 -0.0908 0.0150 0.067
H 6.168215 2.273203 2.429761 0.3560 -0.7261 0.3651 0.101
H 4.656682 1.613784 3.197086 0.9405 0.0931 -0.5640 0.047
H 1.770032 -1.097649 2.047990 2.0527 -1.1055 0.7095 0.023
H 2.131082 -2.221945 3.148938 1.3163 0.3993 -1.4743 0.030
C -5.048417 1.894218 -1.309501 -2.1595 1.2872 1.0315 -0.036
C -3.899986 1.509904 -0.390888 -1.9436 -2.1624 -0.9768 -0.340
C -4.278540 0.578473 0.780303 -0.7949 1.7699 -0.0218 -0.124
O -3.097674 0.356741 1.540363 -1.2100 -1.0951 0.8514 -0.181
C -3.272978 -0.338498 2.794118 -4.2960 5.9312 -2.3690 -0.137
N -2.889830 0.905077 -1.244036 4.1231 4.5479 10.1787 -0.123
H -5.674672 2.572455 -0.729927 -0.2769 0.1538 -0.0345 0.090
H -5.744702 1.140186 -1.676529 0.2580 -0.6200 0.2126 0.090
H -4.767592 2.426665 -2.218212 -0.0177 0.3047 0.4971 0.071
H -3.503891 2.417870 0.063860 -1.5946 0.2485 0.1412 0.131
H -4.760314 -0.341848 0.450156 -0.2500 0.2743 -0.0600 0.115
H -4.995717 1.130862 1.387445 -0.2299 -0.0660 0.3794 0.138
H -2.329460 -0.279223 3.336679 -3.1746 5.6539 -0.1160 0.049
H -3.457634 -1.405577 2.670317 -1.0739 0.5968 -0.8830 0.097
H -4.019025 0.123519 3.440691 -0.8839 0.2513 -0.2719 0.134
H -3.199819 0.024094 -1.628567 -0.6607 1.5140 1.0179 -0.192
H -2.154115 0.613145 -0.616653 -0.7322 0.3101 -0.1149 0.046
C -0.847841 6.954594 -0.758154 -0.6502 -0.2829 -0.8726 -0.069
C -1.251040 5.962925 0.301806 1.3434 0.1942 1.4608 -0.390
C -1.309529 4.508619 -0.196741 -0.8716 1.2737 0.3164 -0.164
O -1.727761 3.595690 0.860749 1.1886 2.7806 -1.1642 -0.057
C -1.608844 2.291991 0.387917 -5.1918 7.2909 -2.5153 -0.355
N -0.279584 6.097490 1.444019 -6.4138 3.5566 2.0265 0.018
H -1.510098 6.795089 -1.609087 0.2322 -0.0803 -0.5137 0.074
H 0.190840 6.819466 -1.059782 0.0386 0.1867 -0.1658 0.069
H -1.039325 7.994028 -0.491691 0.3303 -0.1291 0.4775 0.079
H -2.264678 6.243306 0.588215 -0.0770 -0.1328 0.4584 0.131
H -0.345452 4.234909 -0.625385 -0.2854 -0.5410 -0.0591 0.108
H -1.986969 4.513956 -1.050651 0.0650 0.1106 0.9852 0.078
H -2.388865 2.101942 -0.349346 3.3291 1.6570 0.3745 0.034
H -1.813421 1.628696 1.228325 -3.5620 3.9336 -1.6854 0.049
H -0.683426 2.062580 -0.140378 0.0751 2.7287 -0.9821 0.093
H -0.628293 5.354639 2.032802 0.1826 -0.0817 0.8709 0.037
H 0.608427 5.742292 1.119397 -1.7873 1.3132 0.8655 -0.173
C 2.586552 3.061360 -0.046885 -0.1041 -1.3653 0.5368 -0.015
C 1.427089 3.538615 0.856817 2.7644 -1.9194 -0.0599 -0.336
C 1.751394 3.300731 2.383383 -0.2474 1.3958 -1.8609 -0.082
O 2.071095 1.970922 2.615289 4.2456 7.8806 0.6625 -0.149
C 2.568171 1.779293 3.915261 1.4529 2.3335 0.4969 -0.085
N 1.285529 4.913237 0.577377 5.6591 -3.0360 -3.1618 0.051
H 2.592911 1.971939 -0.081981 0.6025 0.1020 0.3098 0.045
H 3.548938 3.415017 0.323019 0.0172 0.1638 -0.3686 0.081
H 2.401191 3.271243 -1.100305 0.0335 0.7043 0.1623 0.079
H 0.627767 2.880483 0.516161 -0.2299 1.4036 0.0892 0.094
H 0.889492 3.574794 2.991751 -0.0064 0.2789 0.1586 0.148
H 2.664060 3.817401 2.680373 -0.2546 0.9256 -0.1465 0.141
H 2.509181 0.706505 4.098985 4.8158 6.9102 -0.2985 -0.059
H 1.934022 2.191178 4.700309 -0.1033 0.4883 -0.2408 0.139
H 3.625402 1.979390 4.089410 -0.7077 1.1367 -0.0060 0.099
H 2.145103 5.374853 0.838390 0.7050 0.0396 0.0484 0.143
H 1.259044 5.011334 -0.427499 -0.0851 0.2718 -0.2127 0.114
C -1.033170 -2.401043 -7.559057 0.9770 0.3382 1.3125 -0.055
C -0.098228 -1.442283 -6.792245 0.3525 1.2013 0.1614 -0.437
C 0.907034 -2.020763 -5.778646 -0.8059 -1.2911 -0.8359 -0.215
O 1.520866 -1.072324 -4.949011 0.0571 0.2558 0.7935 -0.130
C 2.092772 -1.630985 -3.728632 2.1785 -1.9682 -4.1370 -0.112
N 0.594068 -0.613732 -7.784391 -0.6597 -0.0349 0.1311 0.034
H -1.643205 -2.873439 -6.789119 -0.2454 -0.4104 -0.3767 0.069
H -0.435406 -3.129434 -8.106985 -0.2413 -0.1603 -0.1300 0.075
H -1.641340 -1.790666 -8.226646 0.0590 -0.2207 0.0240 0.079
H -0.742254 -0.819269 -6.171609 -0.1637 0.4723 -0.1493 0.128
H 1.654019 -2.554756 -6.365993 0.3856 -0.2833 0.0455 0.127
H 0.333439 -2.766309 -5.227973 0.1295 -0.2496 0.6032 0.118
H 2.676499 -2.532521 -3.914661 0.2491 -0.0694 -0.4607 0.129
H 1.305883 -1.869557 -3.013105 3.5246 -2.0514 -4.5818 -0.050
H 2.739560 -0.904654 -3.236469 0.4930 -0.4166 -1.5468 0.095
H 1.207098 -1.254617 -8.267661 0.4256 0.2647 -0.2665 0.066
H 1.133389 0.106624 -7.325788 0.2746 -0.0337 -0.0099 0.068
C -0.484974 1.108017 1.489769 5.4589 -6.6539 2.3454 -0.096
C 0.375653 -0.137891 1.640662 -0.1013 2.3427 0.0713 -0.247
C 1.251195 -0.352663 0.370158 -0.9924 0.2628 -1.1584 -0.082
O 0.424070 -0.740663 -0.736772 3.9541 2.5031 2.8518 -0.255
C 1.121312 -1.268062 -1.808184 0.2139 2.5307 3.6647 -0.306
N 1.260412 0.073717 2.772142 -4.8913 -1.5202 -0.7655 -0.078
H -1.213004 1.253727 2.287793 0.7081 -0.9445 0.8921 0.143
H -0.982078 1.136731 0.520156 3.6145 -6.0986 2.0666 0.011
H 0.193538 1.960372 1.524553 -0.9449 -0.8046 0.2109 0.089
H -0.269497 -0.969391 1.924353 -0.3940 0.3770 -1.3820 0.098
H 2.003999 -1.116948 0.563185 -0.0953 0.7063 -1.1268 0.110
H 1.720563 0.581007 0.060210 0.1158 -0.0484 0.5568 0.101
H 1.361259 -2.316045 -1.628598 1.3916 1.8954 0.3396 0.066
H 1.979380 -0.675996 -2.126417 -0.9570 -0.1497 2.4490 0.073
H 0.514763 -1.305798 -2.713055 -2.6986 2.9560 2.2110 0.084
H 0.714014 0.272830 3.597926 -1.2278 0.4017 -0.8871 0.108
H 1.733259 0.933967 2.534470 -1.5078 -2.5942 -1.4292 -0.131
C 4.146628 -2.766766 -0.716046 -0.0229 -0.5259 -0.4924 -0.135
O 2.895587 -3.254953 -1.042215 1.4024 -1.0412 -6.1367 -0.144
H 4.534333 -3.395483 0.085522 0.5438 0.2133 0.2554 0.088
H 4.838335 -2.832318 -1.555889 -0.0703 0.2093 -0.1117 0.096
H 4.016377 -1.744738 -0.360234 0.5534 -0.4567 -0.7533 0.047
H 2.477139 -3.261872 -0.178241 0.2806 -0.5583 0.6022 -0.122
C -0.043857 -3.480507 -2.138126 -0.1213 -1.6823 -1.0520 -0.128
O 0.361563 -4.821366 -2.586567 -1.0111 1.5864 0.7281 -0.061
H 0.418743 -3.208067 -1.189510 -0.7206 -1.5662 -0.5927 0.044
H 0.335091 -2.710371 -2.809972 -1.2150 -2.3786 -0.5392 0.048
H -1.103453 -3.243053 -2.043280 0.0843 -1.2962 -0.1891 0.074
H -0.255582 -5.006595 -3.298209 0.0407 -0.3433 -0.1593 0.067
C 1.085343 -3.129844 1.048227 2.4584 -0.2261 1.4210 -0.127
O 2.491708 -3.063825 1.027828 -4.1943 -10.6687 -6.5123 -0.103
H 0.833557 -3.613930 1.991824 0.6150 0.0369 -0.6275 0.092
H 0.647969 -2.131571 1.064404 0.3880 -1.0095 -0.4513 0.066
H 0.618489 -3.693501 0.240485 1.3447 -0.0258 0.1161 0.093
H 2.827600 -2.385364 1.618113 1.4859 1.3014 1.3290 -0.220
C -1.069376 -3.536428 1.780474 -0.7213 -1.2658 0.1528 -0.186
O -2.438713 -3.677169 1.974418 -1.1414 -1.3192 0.1029 -0.181
H -0.791827 -2.489701 1.656256 -1.2923 -0.5610 0.1671 0.076
H -0.551233 -3.882431 2.674845 -0.6851 -0.5116 -0.5762 0.086
H -0.703930 -4.052622 0.892732 -1.1565 -0.3957 0.4606 0.108
H -2.701162 -4.585330 2.141666 0.4258 -0.2837 -0.0300 0.115
```
Forces are in eV/Å.

The calculation puts the orbital gap at 0.2352 Eh. The value obtained for the lowest unoccupied orbital energy is 0.066 eV. As for the largest force on an atom: 13.2 eV/A. Its spin multiplicity is 1. The charge is 0.